{
  "formula": "CH3INP",
  "method": "ωB97M-V with the def2-TZVPD basis set",
  "e_homo_ev": [-7.5, -7.4],
  "fmax_ev_per_a": 2.6,
  "relative_energy_kcal_mol": 132.5,
  "gap_ev": [5.127, 5.087],
  "charge": 0,
  "symbols": ["C", "N", "P", "I", "H", "H", "H"],
  "coordinates": [[1.07341, -0.16533, -0.18936], [0.55754, 0.95909, 0.35425], [-2.73543, 1.49371, 0.19588], [-2.50072, -0.87549, 0.56670], [0.16804, -0.67203, -0.39185], [1.71831, -0.69282, 0.55190], [1.71886, -0.04712, -1.08751]],
  "mulliken_charge": [-0.29, -0.29, 0.00, 0.03, 0.04, 0.25, 0.26]
}

{
  "formula": "C4H5NO",
  "method": "ωB97M-V with the def2-TZVPD basis set",
  "e_homo_ev": -10.7,
  "fmax_ev_per_a": 1.6,
  "relative_energy_kcal_mol": 25.5,
  "gap_ev": 11.097,
  "charge": 0,
  "smiles": "C[C@H](C#N)C=O",
  "symbols": ["C", "C", "C", "O", "C", "N", "H", "H", "H", "H", "H"],
  "coordinates": [[1.28008, -0.09285, 0.32273], [-0.30170, -0.11151, 0.30121], [-0.67490, 0.89703, -0.79453], [0.13163, 1.72209, -1.13038], [-1.19895, -1.30678, 0.19120], [-2.04370, -2.10164, 0.14224], [1.67222, -0.61948, 1.18974], [1.73664, -0.46344, -0.60272], [1.64616, 0.94791, 0.39224], [-0.60857, 0.29155, 1.27705], [-1.65908, 0.85340, -1.29631]],
  "mulliken_charge": [-1.19, 0.46, -0.06, -0.45, 0.03, -0.41, 0.36, 0.33, 0.33, 0.19, 0.40]
}

{
  "formula": "C4H7N3O",
  "method": "ωB97M-V with the def2-TZVPD basis set",
  "e_homo_ev": -9.8,
  "fmax_ev_per_a": 1.2,
  "relative_energy_kcal_mol": 64.4,
  "gap_ev": 10.212,
  "charge": 0,
  "smiles": "[H]/N=C(/C)N(O)CC#N",
  "symbols": ["C", "C", "C", "C", "H", "H", "H", "H", "H", "H", "H", "N", "N", "N", "O"],
  "coordinates": [[0.09576, 1.69945, 0.03871], [0.94070, 0.48467, -0.24010], [-0.99382, -1.00334, 0.33653], [-2.16511, -0.33208, -0.22547], [-0.66252, 1.82436, -0.74392], [-0.42645, 1.62975, 0.99343], [0.77957, 2.55099, 0.06445], [2.61599, -0.32742, -0.58783], [1.50859, -1.87422, 0.48144], [-1.15432, -2.08309, 0.25061], [-0.95008, -0.77256, 1.40962], [2.20438, 0.57749, -0.36483], [0.24083, -0.72983, -0.39310], [-3.10566, 0.20249, -0.63080], [1.07216, -1.84667, -0.38873]],
  "mulliken_charge": [-1.16, 0.63, -0.51, 0.28, 0.33, 0.31, 0.31, 0.28, 0.33, 0.39, 0.32, -0.69, 0.08, -0.41, -0.49]
}

{
  "formula": "C16H38AlF2NO15P2S2",
  "method": "ωB97M-V with the def2-TZVPD basis set",
  "e_homo_ev": -15.2,
  "fmax_ev_per_a": 8.9,
  "relative_energy_kcal_mol": 0.0,
  "gap_ev": 2.034,
  "charge": 2,
  "symbols": ["Al", "N", "S", "O", "O", "F", "S", "O", "O", "F", "C", "C", "O", "P", "O", "O", "C", "C", "O", "C", "C", "H", "H", "H", "H", "H", "H", "H", "H", "H", "H", "H", "H", "H", "H", "H", "C", "C", "O", "P", "O", "O", "C", "C", "O", "C", "C", "H", "H", "H", "H", "H", "H", "H", "H", "H", "H", "H", "H", "H", "H", "H", "C", "C", "O", "C", "O", "O", "C", "H", "H", "H", "H", "H", "H", "H", "H"],
  "coordinates": [[0.28673, -0.61723, -0.13390], [0.25606, 2.02194, 0.91143], [1.19859, 3.22110, 1.05038], [2.08713, 3.20570, 2.19609], [0.89782, 4.52821, 0.44541], [2.19168, 2.73786, -0.04152], [-0.95850, 2.74168, 1.98867], [-1.96261, 3.60447, 1.34737], [-0.48030, 2.83359, 3.34805], [-1.84632, 1.46251, 2.24231], [-6.45910, -0.03730, 0.42761], [-5.02408, 0.35733, 0.66052], [-4.77796, 1.39376, -0.28999], [-3.51209, 1.38194, -1.18362], [-2.39371, 0.58191, -0.63121], [-4.13476, 0.82758, -2.57648], [-4.89731, 1.63118, -3.39201], [-5.79246, 0.65043, -4.15787], [-3.25774, 2.92090, -1.55915], [-1.98617, 3.46238, -1.77615], [-2.11221, 4.98097, -1.85076], [-6.60387, -0.37484, -0.59864], [-6.72705, -0.83492, 1.12051], [-7.17925, 0.76869, 0.56852], [-4.89699, 0.77874, 1.65769], [-4.45153, -0.56778, 0.72733], [-5.36643, 2.40596, -2.78560], [-4.30497, 2.27540, -4.04178], [-5.46355, -0.26502, -4.64969], [-6.72283, 0.34536, -3.67887], [-6.14030, 1.26830, -4.98572], [-1.23177, 3.10759, -1.07394], [-1.63026, 2.99525, -2.69442], [-2.89980, 5.27387, -2.54502], [-2.56336, 5.22647, -0.88936], [-1.12480, 5.40744, -2.02761], [5.51633, 2.69510, 1.70886], [4.68404, 1.44998, 1.75505], [5.43848, 0.59192, 0.94793], [4.69236, -0.60098, 0.03615], [3.25723, -0.42193, -0.17735], [5.53656, -0.43896, -1.34986], [5.29662, 0.73342, -2.08163], [6.65779, 1.14821, -2.73493], [5.22145, -2.00586, 0.59955], [6.58075, -2.36765, 0.62620], [6.48715, -3.89548, 0.88173], [5.82925, 3.00781, 0.71267], [5.12080, 3.53568, 2.27901], [6.41847, 2.30962, 2.18391], [4.69646, 0.87805, 2.68286], [3.65759, 1.54295, 1.40031], [4.60078, 0.58424, -2.90725], [4.75279, 1.49301, -1.52005], [6.55352, 1.91536, -3.50219], [7.47780, 1.35127, -2.04612], [7.02116, 0.31712, -3.33937], [7.05817, -2.03417, -0.29519], [7.05329, -1.73847, 1.38048], [7.25201, -4.59614, 0.54681], [6.35733, -4.01356, 1.95751], [5.61000, -4.21159, 0.31713], [-1.77981, -6.73617, 1.43760], [-1.36004, -5.31197, 1.37783], [-2.48555, -4.39972, 1.77345], [-2.36395, -2.97751, 1.72557], [-1.30825, -2.50068, 1.37921], [-3.51233, -2.36750, 2.22737], [-4.55412, -3.19295, 2.84719], [-2.83573, -6.86983, 1.20254], [-1.62305, -7.02639, 2.47650], [-1.01135, -7.32850, 0.94090], [-1.04443, -4.98076, 0.38849], [-0.51889, -5.12366, 2.04499], [-4.92029, -3.84942, 2.05784], [-5.40970, -2.61437, 3.19550], [-4.11661, -3.65094, 3.73428]],
  "mulliken_charge": [1.46, 0.12, 0.97, -0.44, -0.44, -0.26, 0.99, -0.43, -0.50, -0.14, -1.26, -0.03, -0.26, 0.43, -0.45, -0.24, -0.09, -1.28, -0.12, 0.13, -1.25, 0.29, 0.35, 0.34, 0.31, 0.17, 0.41, 0.29, 0.35, 0.32, 0.36, -0.04, 0.46, 0.38, 0.30, 0.40, -1.15, 0.38, -0.30, 0.78, -0.43, -0.32, 0.10, -1.28, -0.28, -0.23, -1.11, 0.31, 0.38, 0.37, 0.38, -0.26, 0.24, 0.12, 0.41, 0.31, 0.34, 0.33, 0.30, 0.38, 0.28, 0.29, -1.14, -0.22, -0.27, 0.64, -0.52, -0.26, -0.68, 0.31, 0.32, 0.37, 0.27, 0.31, 0.32, 0.28, 0.32]
}

{
  "formula": "C19H28Cl2Cu2N3O",
  "method": "ωB97M-V with the def2-TZVPD basis set",
  "e_homo_ev": -16.4,
  "fmax_ev_per_a": 3.1,
  "relative_energy_kcal_mol": 0.0,
  "gap_ev": 5.544,
  "charge": 3,
  "symbols": ["C", "N", "C", "C", "C", "C", "C", "C", "C", "C", "N", "C", "C", "C", "H", "H", "H", "H", "H", "H", "H", "H", "H", "H", "H", "H", "H", "H", "Cu", "Cu", "C", "O", "H", "H", "H", "Cl", "C", "C", "Cl", "H", "H", "H", "H", "C", "C", "C", "C", "N", "H", "H", "H", "H", "H", "H", "H"],
  "coordinates": [[-20.01858, -6.46806, 31.73905], [-19.66003, -6.71332, 30.31337], [-18.35030, -6.72584, 29.99063], [-17.97779, -7.15901, 28.73414], [-18.90381, -7.65727, 27.83182], [-20.24759, -7.58832, 28.18035], [-20.58246, -7.18477, 29.46143], [-18.54618, -8.12972, 26.45158], [-18.96586, -9.36021, 25.98863], [-18.74101, -9.70575, 24.66654], [-18.13271, -8.83934, 23.84054], [-17.53764, -7.73459, 24.34160], [-17.75622, -7.30749, 25.62912], [-18.21197, -9.11664, 22.37963], [-20.16364, -7.43549, 32.21735], [-20.92196, -5.87079, 31.81544], [-19.16548, -5.98592, 32.20511], [-17.63756, -6.47319, 30.76104], [-16.91471, -7.20440, 28.53721], [-21.08827, -7.76561, 27.52342], [-21.60453, -7.19857, 29.81478], [-19.64444, -10.01705, 26.51700], [-19.22810, -10.57582, 24.24754], [-16.88490, -7.20966, 23.63596], [-17.46481, -6.32018, 25.95635], [-18.00260, -8.18493, 21.86335], [-19.24097, -9.40115, 22.17634], [-17.51480, -9.90880, 22.12168], [-14.38286, -5.36555, 22.10618], [-17.03648, -5.57568, 21.31729], [-14.30460, -7.97657, 21.41831], [-15.46037, -7.17298, 21.57360], [-13.64686, -7.87954, 20.55304], [-13.65934, -7.81255, 22.29522], [-14.52427, -9.04137, 21.55852], [-12.26134, -9.57929, 25.39864], [-13.46780, -8.32352, 25.11466], [-13.88100, -7.67408, 26.43038], [-14.93346, -8.72835, 27.44273], [-14.29012, -8.57870, 24.44735], [-12.94495, -7.51140, 24.59544], [-14.50658, -6.79994, 26.26471], [-12.98296, -7.51391, 27.01827], [-11.83731, -11.44059, 21.11379], [-10.51056, -11.09347, 20.44718], [-10.62477, -9.89817, 19.47135], [-11.79347, -9.80149, 18.58604], [-12.66674, -9.73706, 17.84537], [-12.35401, -10.55617, 21.50245], [-11.75064, -12.20306, 21.88218], [-12.49458, -11.76196, 20.30061], [-10.12709, -11.89053, 19.81313], [-9.79082, -10.81725, 21.21597], [-9.80536, -9.90057, 18.74627], [-10.51498, -8.94475, 19.99469]],
  "mulliken_charge": [-0.86, 0.01, -0.29, -0.44, 0.79, -0.72, -0.36, 0.63, -0.55, -0.35, 0.12, -0.09, -0.49, -0.70, 0.40, 0.35, 0.30, 0.43, 0.26, 0.49, 0.44, 0.53, 0.45, 0.13, 0.55, 0.11, 0.46, 0.31, 0.57, 0.66, -0.74, -0.37, 0.55, 0.09, 0.27, -0.12, -0.16, -0.55, -0.20, 0.11, 0.19, 0.22, 0.53, -0.87, -0.37, -0.36, 0.16, -0.45, -0.01, 0.37, 0.37, 0.30, 0.27, 0.33, 0.28]
}

{
  "formula": "C3H7O2",
  "method": "ωB97M-V with the def2-TZVPD basis set",
  "e_homo_ev": -2.4,
  "fmax_ev_per_a": 2.0,
  "relative_energy_kcal_mol": 53.3,
  "gap_ev": 6.899,
  "charge": -1,
  "smiles": "CO[C@H](C)[O-]",
  "symbols": ["C", "O", "H", "H", "H", "O", "C", "C", "H", "H", "H", "H"],
  "coordinates": [[0.22928, 1.78365, 0.03534], [0.84781, 0.54508, 0.28682], [-0.69776, 1.64682, -0.52701], [0.05675, 2.33539, 0.96991], [0.98108, 2.35446, -0.53137], [-1.20858, -0.23866, 1.08867], [-0.03888, -0.58228, 0.63366], [-0.12570, -1.54344, -0.65527], [0.64227, -1.14915, 1.36943], [0.51800, -1.02332, -1.36403], [-1.18123, -1.54429, -0.95138], [-0.02303, -2.58427, -0.35477]],
  "mulliken_charge": [-0.61, -0.34, 0.27, 0.19, 0.21, -0.86, 0.24, -1.11, 0.14, 0.34, 0.21, 0.32]
}